Record 1
{"formula": "C47H45N3OP2PtTe2", "method": "wB97M-V/def2-TZVPD", "symbols": ["Pt", "C", "C", "O", "N", "C", "C", "C", "C", "C", "C", "N", "H", "H", "H", "H", "H", "H", "H", "H", "H", "H", "Te", "C", "C", "C", "N", "C", "C", "C", "P", "C", "C", "C", "C", "C", "C", "C", "C", "C", "C", "C", "C", "P", "C", "C", "C", "C", "C", "C", "C", "C", "C", "C", "C", "C", "H", "H", "H", "H", "H", "H", "H", "H", "H", "H", "H", "H", "H", "H", "H", "H", "H", "H", "H", "H", "H", "H", "H", "H", "C", "C", "C", "C", "C", "C", "Te", "C", "C", "C", "H", "H", "H", "H", "H", "H", "H", "H", "H", "H", "H"], "coordinates": [[-0.03508, 0.43022, -0.39804], [-5.37586, -1.94279, 0.47297], [-4.36800, -1.20102, -0.38958], [-3.22945, -1.65636, -0.70156], [-4.75076, 0.06214, -0.75812], [-3.95305, 0.81065, -1.72756], [-3.25630, 2.04253, -1.09580], [-3.88458, 2.93013, -0.23085], [-3.19335, 4.07865, 0.07075], [-1.92858, 4.35480, -0.42539], [-1.37261, 3.40210, -1.24843], [-2.02643, 2.27485, -1.55636], [-5.08778, -3.01842, 0.51982], [-6.37951, -1.81303, 0.08520], [-5.33302, -1.53698, 1.50253], [-5.75571, 0.29093, -0.58811], [-4.50312, 1.11585, -2.61424], [-3.15417, 0.11710, -2.03777], [-4.85499, 2.76767, 0.23298], [-3.56901, 4.84006, 0.74761], [-1.43168, 5.28667, -0.17873], [-0.35345, 3.49663, -1.59505], [3.12466, 0.54493, 3.24965], [3.33122, -1.28874, 4.36489], [2.76720, -2.47500, 3.93165], [2.74355, -3.55831, 4.79719], [3.36858, -3.58209, 5.99020], [3.93233, -2.44354, 6.38450], [4.02392, -1.30199, 5.58107], [1.63630, -0.09391, 1.90671], [-0.04272, 0.57113, 1.90014], [-0.29785, 2.21685, 2.61303], [-1.39115, 2.53359, 3.45571], [-1.51038, 3.77896, 4.06688], [-0.54857, 4.74851, 3.88091], [0.48819, 4.49368, 2.99322], [0.60254, 3.26261, 2.33028], [-0.85280, -0.50213, 3.08379], [-0.57121, -0.39195, 4.46189], [-1.18758, -1.24083, 5.36853], [-2.05000, -2.22675, 4.91694], [-2.25063, -2.40837, 3.55526], [-1.72404, -1.52188, 2.62958], [1.85735, -0.69735, 0.25820], [3.53001, -0.10940, -0.15468], [4.74371, -0.74411, 0.22604], [5.96379, -0.15038, -0.07657], [6.03333, 1.03369, -0.77410], [4.86385, 1.61496, -1.20632], [3.60564, 1.08538, -0.84692], [1.89503, -2.47973, -0.17352], [2.62408, -2.86756, -1.29826], [2.70789, -4.20390, -1.68936], [2.05407, -5.20936, -0.94648], [1.30458, -4.82907, 0.17577], [1.19359, -3.47281, 0.52881], [2.33339, -2.57589, 2.92141], [2.20468, -4.48419, 4.52348], [4.45336, -2.44471, 7.34708], [4.44685, -0.36683, 6.01151], [-2.14191, 1.76151, 3.62094], [-2.41852, 3.99814, 4.64608], [-0.60197, 5.71352, 4.38506], [1.28004, 5.25185, 2.79630], [1.41476, 3.08509, 1.61157], [0.02192, 0.45602, 4.85428], [-0.92086, -1.21887, 6.42187], [-2.49344, -2.92884, 5.67347], [-2.89578, -3.23866, 3.23683], [-1.90594, -1.59587, 1.55874], [4.72339, -1.65273, 0.81461], [6.86835, -0.60834, 0.28079], [6.97791, 1.50451, -1.02809], [4.90366, 2.46719, -1.87882], [2.68256, 1.63492, -1.09800], [3.15917, -2.09631, -1.88527], [3.26668, -4.49365, -2.57186], [2.07898, -6.23949, -1.27758], [0.86889, -5.59249, 0.82505], [0.66326, -3.17390, 1.44820], [-0.86603, 2.00771, -8.11555], [-0.93906, 1.32499, -6.78830], [-1.91930, 0.41629, -6.44753], [-1.88827, -0.33176, -5.27227], [-2.86781, -1.45827, -5.05113], [-0.79284, -0.10873, -4.32575], [-0.66524, -1.18636, -2.47621], [0.16392, 0.85850, -4.65431], [1.32624, 1.12590, -3.75014], [0.06011, 1.56647, -5.84230], [-0.84714, 1.30412, -8.94876], [0.07032, 2.59039, -8.13289], [-1.72914, 2.66440, -8.29660], [-2.70209, 0.17128, -7.16040], [-3.51456, -1.56504, -5.91361], [-3.44913, -1.29361, -4.13693], [-2.31437, -2.40732, -4.91444], [1.00648, 1.51414, -2.74562], [1.95753, 1.92682, -4.17966], [1.95982, 0.19597, -3.62975], [0.80909, 2.30468, -6.02637]], "s2": 2.013, "charge": 0, "total_energy_ev": -92396.078, "spin_multiplicity": 3, "homo_lumo_gap_ev": [6.01, 5.06], "max_force_ev_per_a": 3.23, "e_homo_ev": [-5.721, -6.729]}

=====

Record 2
{"formula": "C47H46AsCl2CsN6OS2Se", "method": "wB97M-V/def2-TZVPD", "symbols": ["Cs", "Cl", "C", "C", "C", "C", "C", "Cl", "C", "S", "H", "H", "H", "S", "C", "C", "C", "N", "C", "C", "C", "C", "C", "N", "C", "C", "H", "H", "H", "H", "H", "H", "H", "H", "C", "C", "C", "C", "C", "C", "As", "C", "C", "C", "C", "C", "C", "C", "C", "C", "C", "C", "C", "H", "H", "H", "H", "H", "H", "H", "H", "H", "H", "H", "H", "H", "H", "H", "C", "N", "C", "Se", "N", "C", "C", "C", "C", "C", "C", "H", "H", "H", "H", "H", "H", "H", "H", "C", "N", "C", "C", "O", "N", "C", "C", "H", "H", "H", "H", "H", "H", "H", "H", "H", "H", "H", "H"], "coordinates": [[-1.06954, -0.20465, 0.09257], [-4.05667, 0.14975, 0.56311], [-5.02297, -0.69574, -0.65722], [-6.31605, -1.05759, -0.30059], [-7.12904, -1.69806, -1.21610], [-6.63388, -1.95700, -2.48472], [-5.33795, -1.59711, -2.82235], [-4.83035, -1.97657, -4.44416], [-4.44241, -0.96243, -1.91439], [-2.80934, -0.54327, -2.33233], [-6.68007, -0.82169, 0.69186], [-8.14178, -1.98293, -0.94831], [-7.25291, -2.44343, -3.22828], [-0.10869, -7.89479, 1.42661], [-0.40164, -6.18642, 1.00141], [-1.53424, -5.53790, 1.47231], [-1.70728, -4.19304, 1.16336], [-0.83776, -3.49206, 0.42987], [0.24075, -4.13590, -0.04205], [0.50170, -5.47141, 0.22558], [-0.33820, -8.65433, -0.17243], [0.75335, -8.98825, -0.96035], [0.52574, -9.58192, -2.19573], [-0.69441, -9.85568, -2.67173], [-1.73743, -9.52951, -1.89472], [-1.61096, -8.93564, -0.64665], [-2.26716, -6.06961, 2.06865], [-2.58687, -3.65891, 1.51484], [0.92551, -3.54705, -0.65315], [1.39342, -5.94734, -0.16646], [1.76188, -8.79725, -0.61507], [1.36388, -9.85028, -2.83339], [-2.72244, -9.75801, -2.29047], [-2.48608, -8.69498, -0.05515], [-4.35158, 6.17835, -1.48976], [-3.29709, 6.23663, -2.40176], [-2.32516, 5.24217, -2.41158], [-2.39776, 4.18365, -1.50558], [-3.45366, 4.12899, -0.60262], [-4.43005, 5.12438, -0.59098], [-1.07272, 2.74664, -1.44592], [0.50273, 3.80648, -0.90550], [1.76632, 3.20618, -1.00658], [2.91194, 3.87484, -0.58130], [2.81173, 5.14642, -0.01956], [1.56189, 5.73843, 0.10706], [0.41587, 5.07272, -0.33167], [-0.71564, 2.65439, -3.38607], [0.45946, 3.07759, -4.00477], [0.60955, 2.96984, -5.38789], [-0.41496, 2.44623, -6.16518], [-1.59720, 2.03968, -5.55709], [-1.74910, 2.14200, -4.17763], [-5.11468, 6.95155, -1.48890], [-3.23816, 7.05429, -3.11213], [-1.51479, 5.28826, -3.12568], [-3.52894, 3.29663, 0.08424], [-5.25429, 5.06654, 0.11197], [1.85415, 2.21824, -1.45417], [3.88793, 3.41634, -0.70226], [3.70490, 5.67276, 0.30591], [1.47324, 6.72737, 0.54526], [-0.54968, 5.55343, -0.23279], [1.26099, 3.50938, -3.43148], [1.53142, 3.29803, -5.85277], [-0.29309, 2.35673, -7.24136], [-2.40493, 1.62780, -6.15148], [-2.66397, 1.79916, -3.71986], [4.30208, -2.82431, 0.45963], [4.19704, -1.38044, 0.64714], [3.42604, -0.53878, -0.11311], [2.45609, -0.92714, -1.62323], [3.62145, 0.68741, 0.43629], [4.50061, 0.64763, 1.52489], [4.98668, 1.62614, 2.37207], [5.85275, 1.22017, 3.38256], [6.22095, -0.12236, 3.52203], [5.73413, -1.09682, 2.65485], [4.86730, -0.67683, 1.66044], [3.89363, -3.06938, -0.51388], [3.73984, -3.35420, 1.23023], [5.35109, -3.12237, 0.50363], [3.12690, 1.49894, 0.10405], [4.71172, 2.66737, 2.24303], [6.25795, 1.95998, 4.06727], [6.89942, -0.40884, 4.31606], [6.02428, -2.14145, 2.75419], [1.49440, 1.18788, 5.38468], [1.38567, 0.71347, 4.00448], [1.72711, -0.68770, 3.79863], [0.61459, 1.28147, 3.03978], [0.26921, 0.63258, 2.03728], [0.20038, 2.59508, 3.22923], [1.22665, 3.63708, 3.37653], [-0.94189, 2.97803, 2.40116], [1.07390, 0.44148, 6.06594], [0.94876, 2.11518, 5.51888], [2.54269, 1.34306, 5.65579], [2.62996, -0.91638, 4.35863], [1.90029, -0.88183, 2.74536], [0.91893, -1.34290, 4.13429], [2.14054, 3.20742, 3.78501], [0.88518, 4.42236, 4.05354], [1.46200, 4.09295, 2.40786], [-1.73690, 2.23600, 2.48905], [-0.67958, 3.08445, 1.35357], [-1.32662, 3.93444, 2.75770]], "charge": 0, "total_energy_ev": -233922.967, "e_above_lowest_kj_mol": 153.7, "homo_lumo_gap_ev": 6.08, "max_force_ev_per_a": 2.49, "e_homo_ev": -6.157}